[1]
Here is a 2-piece molecular cluster, C58H63F2N4O2 overall from the Open Molecules 2025 dataset. Energies are from wB97M-V/def2-TZVPD.

The geometry in XYZ format:
```
129
Properties=species:S:1:pos:R:3:forces:R:3
F 3.022468 -3.278721 -3.477410 -0.83 1.20 -0.38
C 2.263416 -2.188397 -3.832077 0.44 -0.85 0.62
C 2.233402 -1.811950 -5.173647 -0.47 0.56 0.40
C 1.441225 -0.704343 -5.520624 0.15 -0.15 -0.08
C 0.717074 -0.013405 -4.559119 -0.20 -0.03 0.51
C 0.754534 -0.406920 -3.190896 0.61 -0.37 -0.59
C -0.011866 0.298358 -2.212774 -0.21 -0.16 0.33
C 0.023562 0.038563 -0.843087 0.31 0.17 0.10
C -0.936833 0.505203 0.046048 0.06 -0.16 -0.45
C -0.975883 0.156100 1.432069 0.12 -0.24 1.06
C 0.196376 -0.290528 2.102978 -0.45 -0.19 0.07
C 0.090865 -0.732732 3.414351 1.09 -0.13 0.21
F 1.231677 -1.161380 4.052066 -1.27 0.47 -0.73
C -1.110635 -0.752076 4.120885 -0.17 0.26 -0.67
C -2.261135 -0.281531 3.466349 0.14 -0.06 0.14
C -2.197990 0.186946 2.159480 0.34 0.12 -0.41
C 1.550712 -1.534638 -2.839090 -0.05 0.23 -0.31
H 2.802311 -2.371149 -5.909664 -0.09 0.09 0.12
H 1.392762 -0.389965 -6.563829 0.02 -0.09 0.33
H 0.088743 0.837188 -4.830938 0.25 -0.24 -0.03
H -0.699815 1.067203 -2.573548 0.07 -0.21 0.03
H 0.826355 -0.593704 -0.454171 -0.43 0.14 -0.17
H -1.770701 1.082991 -0.357116 0.12 -0.07 0.10
H 1.156131 -0.280329 1.590630 -0.13 -0.06 0.34
H -1.135473 -1.114796 5.145370 0.02 0.08 -0.21
H -3.214453 -0.281359 3.996238 0.30 0.02 -0.17
H -3.087374 0.563858 1.652669 0.16 -0.15 0.23
H 1.577078 -1.892729 -1.811668 0.16 -0.06 -0.37
C 2.221610 9.873248 0.794771 0.52 0.14 0.21
C 0.863824 9.190093 0.739610 -0.09 -0.21 -0.13
C 0.386087 8.836027 2.150369 0.01 -0.25 0.31
C -0.105080 10.235600 0.151062 -0.14 0.00 -0.17
C 0.848162 7.863918 -0.099771 0.08 0.25 0.51
C -0.388177 7.578760 -0.681370 -0.36 -0.25 -0.40
C -0.583956 6.473482 -1.492465 0.18 0.02 0.28
C 0.466712 5.590011 -1.696402 -0.39 0.08 -0.10
C 1.705292 5.776545 -1.096397 0.41 -0.46 0.13
C 2.783359 4.678114 -1.393236 -0.35 0.11 0.00
C 4.024620 5.302390 -2.024837 0.28 0.23 -0.12
C 2.313932 3.627069 -2.418125 -0.10 0.01 -0.23
C 3.074943 3.901355 -0.112722 0.08 0.01 0.39
C 1.890735 6.907341 -0.240670 -0.08 -0.01 -0.19
N 3.169719 7.104825 0.427953 0.39 0.37 -0.77
C 3.589165 6.720321 1.680358 -0.75 -0.27 0.99
C 2.763206 6.080424 2.585098 0.21 0.10 -0.65
C 3.120530 5.574286 3.900611 0.00 -0.45 0.86
C 4.234182 4.710980 4.069839 -0.48 0.27 -0.07
C 4.693095 4.362975 5.326188 -0.22 0.47 0.60
C 4.014222 4.859377 6.461025 -0.29 0.32 -1.70
N 4.723737 4.906486 7.695183 1.37 -0.35 2.70
O 4.147158 5.325150 8.724233 0.80 -0.69 -1.95
O 5.927845 4.547669 7.699111 -2.18 0.61 -0.09
C 2.771534 5.512552 6.324670 0.62 -0.22 0.13
C 2.333450 5.868646 5.059791 0.19 -0.35 -0.73
N 4.875280 7.264370 1.816989 0.17 0.29 -0.92
C 5.820610 7.091518 2.903059 0.46 -0.19 0.46
C 6.784405 6.039837 2.867391 0.19 -0.28 0.08
C 7.149697 5.029628 1.716610 -0.17 0.06 0.34
C 8.639523 5.187937 1.365512 0.17 0.12 0.05
C 6.372231 5.188254 0.428292 -0.38 -0.05 -0.45
C 6.945120 3.584606 2.207599 -0.03 -0.27 0.02
C 7.603289 5.850137 3.997179 -0.20 0.24 -0.19
C 7.507290 6.672907 5.100197 0.05 -0.18 0.20
C 6.628241 7.741772 5.087836 0.08 0.09 -0.07
C 5.812139 8.016440 3.986253 -0.36 0.30 0.33
C 4.955514 9.332891 4.075953 -0.03 -0.15 0.27
C 5.225867 10.114386 5.369384 0.20 0.00 0.18
C 3.472041 9.001351 4.104761 -0.41 -0.22 -0.15
C 5.264489 10.302507 2.936010 0.10 0.02 -0.30
C 5.149686 7.955559 0.622778 -1.70 -0.84 -0.60
C 6.358153 8.715840 0.297217 0.84 0.86 -0.59
C 7.617269 8.593033 0.928005 -0.63 0.03 -0.18
C 8.669206 9.439462 0.573574 -0.17 0.08 -0.20
C 8.481889 10.444922 -0.382073 -0.25 -0.18 0.13
C 7.239843 10.574352 -1.023597 0.10 -0.40 0.12
C 6.205761 9.687281 -0.725776 0.23 -0.16 0.49
N 4.133507 7.871797 -0.217856 1.24 -0.02 1.29
H 2.681482 9.947043 -0.196016 -0.06 -0.01 0.16
H 2.122333 10.893906 1.196769 -0.07 -0.33 -0.08
H 2.905572 9.343899 1.461828 -0.07 0.14 -0.25
H -0.655679 8.487297 2.119944 0.19 0.09 0.05
H 0.999639 8.027820 2.575001 -0.15 0.32 -0.03
H 0.446595 9.706954 2.818121 -0.03 -0.16 -0.17
H -1.155590 9.964482 0.293666 0.15 0.09 -0.07
H 0.033755 11.206493 0.643440 0.07 -0.29 -0.02
H 0.085184 10.375393 -0.918406 -0.09 0.03 0.10
H -1.239376 8.234879 -0.500281 0.40 -0.17 -0.15
H -1.548954 6.291052 -1.960685 0.14 0.06 0.12
H 0.288521 4.721419 -2.328943 0.11 0.36 0.16
H 4.461839 6.093487 -1.421378 0.01 -0.14 -0.11
H 4.790635 4.536613 -2.206467 -0.16 0.11 0.04
H 3.750544 5.746166 -2.990877 0.09 -0.06 0.14
H 1.470213 3.029301 -2.052931 0.01 0.10 -0.02
H 2.041397 4.092688 -3.372493 0.00 -0.13 0.11
H 3.133423 2.924266 -2.624634 -0.08 0.23 0.15
H 2.206407 3.277552 0.145542 0.15 0.09 -0.02
H 3.949055 3.248554 -0.239495 -0.15 0.08 0.01
H 3.244431 4.567603 0.736494 0.04 -0.30 -0.12
H 1.729514 5.975885 2.244928 0.28 0.07 0.18
H 4.735262 4.336627 3.175393 -0.25 0.25 0.47
H 5.588733 3.762670 5.470767 -0.16 0.23 -0.08
H 2.220182 5.755646 7.229223 0.12 0.17 -0.23
H 1.386177 6.406642 4.928775 0.46 -0.14 0.12
H 9.281967 4.961007 2.221830 -0.03 0.06 -0.23
H 8.901564 4.495824 0.553389 -0.09 0.15 0.17
H 8.853147 6.207196 1.025522 0.06 -0.23 0.04
H 5.292779 5.114337 0.598566 0.28 0.06 -0.11
H 6.601796 6.133343 -0.076856 -0.08 -0.23 0.05
H 6.638036 4.376544 -0.268959 0.01 0.21 0.23
H 5.888040 3.295099 2.193096 0.22 0.02 -0.02
H 7.474514 2.888349 1.541407 -0.10 0.19 0.12
H 7.328520 3.436960 3.222459 -0.09 -0.06 -0.21
H 8.332143 5.034603 4.012476 -0.33 0.39 -0.03
H 8.124715 6.492819 5.982200 -0.18 0.02 -0.27
H 6.602677 8.383025 5.967553 0.02 -0.21 -0.39
H 6.274489 10.421364 5.436751 -0.10 0.00 0.10
H 4.616554 11.027342 5.383982 0.08 -0.25 -0.12
H 4.955589 9.532732 6.257559 0.09 0.13 -0.08
H 3.195337 8.401611 3.240326 -0.16 0.12 0.24
H 3.222843 8.420129 5.001610 0.04 0.15 -0.15
H 2.857329 9.914183 4.094264 0.23 -0.16 0.05
H 4.923113 9.920775 1.973144 0.09 0.18 0.12
H 4.753066 11.262060 3.108637 0.13 -0.29 0.00
H 6.343086 10.491399 2.875271 -0.17 0.02 -0.07
H 7.760092 7.839037 1.700940 0.06 0.44 -0.30
H 9.638781 9.303688 1.059526 -0.32 0.13 -0.17
H 9.300196 11.124047 -0.625801 -0.25 -0.19 0.06
H 7.077374 11.358350 -1.764562 0.11 -0.26 0.17
H 5.248316 9.724251 -1.248185 0.31 0.19 0.20
```
Forces are in eV/Å.

Computed properties:
Maximum force, eV Å⁻¹: 3.05
Charge: +1
LUMO level, eV: -6.1
Molar mass, g mol⁻¹: 886.16

[2]
Here is C58H63F5GeN3PSe2W as an isolated structure from the Open Molecules 2025 dataset. Energies are from wB97M-V/def2-TZVPD.

The geometry in XYZ format:
```
134
Properties=species:S:1:pos:R:3:forces:R:3
W 0.232155 -0.562906 -0.194588 -0.60 -1.07 -0.10
C 0.503568 -3.180066 3.454094 -0.08 0.00 -0.01
C -0.411985 -1.987124 3.172545 0.13 0.21 -0.07
C -1.126532 -1.589448 4.464427 0.01 -0.05 -0.13
P 0.472216 -0.568093 2.280018 0.31 -0.02 0.60
C 0.265228 0.916978 3.373511 -0.08 -0.02 -0.44
C -1.092506 1.540861 3.038425 0.07 0.03 0.10
C 1.402288 1.907209 3.132052 0.05 -0.02 0.14
C 2.227026 -0.978774 2.344699 -0.04 -0.07 -0.07
C 2.921074 -1.105064 3.543393 0.08 -0.01 -0.08
C 4.250820 -1.492700 3.576293 0.01 0.02 0.05
C 5.028284 -1.538021 4.861360 -0.02 -0.04 -0.06
C 4.849970 -1.822978 2.361446 -0.04 -0.01 0.07
C 4.178991 -1.692652 1.161864 -0.09 -0.02 -0.27
C 2.865702 -1.213724 1.121965 0.18 -0.08 0.63
N 2.207247 -0.919408 -0.107281 -0.21 -0.07 -0.14
C 3.142657 -0.734364 -1.210977 0.23 0.19 -0.15
C 3.915402 0.441919 -1.211234 -0.19 0.02 0.14
C 4.006430 1.349517 -0.012303 0.28 -0.29 0.05
C 4.715124 0.735720 -2.308519 -0.01 0.00 -0.04
C 4.832052 -0.132556 -3.382656 -0.01 -0.02 -0.05
C 5.667321 0.199052 -4.586773 -0.08 0.00 0.03
C 4.174470 -1.350122 -3.294429 0.06 -0.01 0.07
C 3.350932 -1.683346 -2.225846 0.12 0.09 0.31
C 2.815417 -3.081625 -2.185311 -0.18 -0.06 0.08
H -0.114279 -4.027042 3.761063 -0.01 -0.02 0.06
H 1.198265 -2.961157 4.264406 0.00 -0.04 -0.01
H 1.077309 -3.489637 2.583439 0.09 0.01 0.08
H -1.163339 -2.310111 2.446919 -0.04 0.07 0.04
H -0.416107 -1.279258 5.231235 -0.04 -0.02 0.04
H -1.657396 -2.467560 4.836217 -0.02 0.00 0.08
H -1.859648 -0.798366 4.322735 0.05 0.02 0.08
H 0.287660 0.596215 4.415317 -0.05 -0.12 -0.02
H -1.051520 1.977656 2.041198 -0.04 -0.05 0.03
H -1.330938 2.340338 3.741318 0.02 0.02 -0.01
H -1.908427 0.816212 3.056883 -0.02 0.03 -0.03
H 1.590132 2.041452 2.068092 -0.02 0.02 -0.03
H 2.328121 1.580545 3.604331 0.00 0.01 -0.01
H 1.134829 2.886443 3.534509 0.00 0.00 0.01
H 2.407560 -0.885448 4.473904 0.03 0.03 0.02
H 4.401736 -1.267021 5.709479 0.02 0.00 0.02
H 5.864437 -0.838724 4.815497 0.01 -0.01 0.07
H 5.438513 -2.532543 5.041301 0.01 0.00 0.01
H 5.875117 -2.174160 2.357013 0.00 0.00 -0.03
H 4.683249 -1.944851 0.238058 0.05 0.06 0.01
H 3.110728 1.333178 0.605063 0.08 0.03 -0.03
H 4.215204 2.373510 -0.317702 0.20 -0.23 0.07
H 4.839043 1.026579 0.616827 0.03 -0.10 0.02
H 5.280459 1.661165 -2.304401 0.01 0.01 0.00
H 6.408442 0.963881 -4.360963 0.01 0.00 -0.01
H 5.031539 0.571618 -5.392905 0.04 0.02 -0.02
H 6.179960 -0.689267 -4.954417 0.03 0.03 -0.03
H 4.323587 -2.085351 -4.077706 -0.02 -0.02 0.00
H 3.444259 -3.727903 -2.797177 -0.05 0.00 0.01
H 1.797565 -3.159179 -2.570949 -0.14 0.05 0.00
H 2.827130 -3.479330 -1.173222 -0.05 -0.05 0.14
C -1.322929 -1.925393 -5.357771 -0.11 0.03 -0.16
N -0.464552 -1.378004 -4.324992 -0.03 -0.08 0.01
C 0.644993 -0.595096 -4.526040 0.17 0.14 -0.02
C 1.086970 -0.233190 -3.298608 -0.19 0.00 -0.12
N 0.269142 -0.799434 -2.336028 0.17 0.11 -1.08
C -0.656929 -1.483631 -3.010165 0.24 -0.04 0.10
H -0.719060 -2.372432 -6.144168 0.03 -0.03 0.05
H -1.934113 -1.134640 -5.792496 -0.01 -0.02 0.03
H -1.969677 -2.686102 -4.927883 0.01 0.00 0.02
H 1.013619 -0.348490 -5.506110 -0.05 0.00 -0.01
H 1.927967 0.386960 -3.054879 -0.06 0.08 0.02
H -1.443572 -2.074178 -2.572687 0.02 0.03 0.04
C -8.381053 -0.793548 -0.026295 0.05 -0.07 0.01
C -6.879758 -0.827538 -0.032842 0.07 -0.01 0.01
C -6.153251 -0.637763 -1.199225 -0.02 -0.03 0.04
C -4.762179 -0.654512 -1.221770 0.07 0.03 -0.19
C -4.070460 -0.471882 -2.547135 0.05 -0.01 0.18
C -4.110640 -0.858879 -0.012114 0.73 0.12 0.25
Se -2.138644 -0.744273 0.042610 -0.67 0.29 -0.10
C -4.787130 -1.091857 1.182963 -0.08 0.02 0.10
C -4.118808 -1.382086 2.496544 0.07 0.07 -0.14
C -6.175189 -1.070755 1.140638 -0.01 -0.01 -0.06
H -8.772392 -0.355674 -0.942473 -0.02 0.01 0.01
H -8.746552 -0.218528 0.823938 -0.04 0.01 -0.02
H -8.781081 -1.805211 0.063842 -0.04 0.01 -0.01
H -6.673390 -0.462712 -2.134464 -0.03 0.00 0.01
H -4.381605 -1.261522 -3.233324 0.00 0.01 -0.04
H -2.986834 -0.512108 -2.443751 -0.08 0.11 -0.05
H -4.341451 0.487272 -2.989534 0.02 0.01 -0.03
H -3.054832 -1.155337 2.461300 -0.05 0.00 0.06
H -4.231040 -2.438025 2.741103 0.03 -0.04 0.07
H -4.573956 -0.799991 3.297239 0.00 0.00 0.01
H -6.715871 -1.247749 2.063866 -0.03 0.03 0.00
C -2.049648 2.376061 -0.712304 -0.08 -0.16 0.06
Ge -0.086753 1.975717 -0.703220 -0.54 1.77 -0.06
C 0.213745 2.579262 -2.616972 0.06 -0.31 0.16
C -0.833928 2.409647 -3.524863 -0.05 -0.07 0.05
C -0.742849 2.829736 -4.843557 -0.02 -0.04 -0.06
C 0.422179 3.421606 -5.305840 0.01 -0.03 -0.05
C 1.487981 3.577260 -4.432873 0.01 -0.01 -0.04
C 1.377874 3.168679 -3.109998 0.02 0.01 -0.03
C 0.747339 3.540255 0.266788 0.19 -0.40 -0.10
C 2.099620 3.625288 0.033495 -0.46 0.04 -0.23
C 2.921997 4.629549 0.571282 0.02 0.10 0.09
C 2.374768 5.574988 1.386579 0.13 -0.08 -0.06
C 0.995440 5.535215 1.692417 -0.11 -0.11 -0.01
C 0.443417 6.488927 2.581618 -0.08 0.06 0.05
C -0.875076 6.450305 2.932192 0.14 0.06 0.03
C -1.703336 5.453006 2.387014 -0.03 -0.09 -0.06
C -1.199137 4.528752 1.514716 -0.16 0.10 0.00
C 0.164962 4.518582 1.133700 0.10 0.12 0.10
H -2.211551 3.422357 -0.973559 0.05 0.01 -0.01
H -2.547824 2.150342 0.231530 0.10 0.02 0.04
H -2.550669 1.763375 -1.459266 0.03 -0.06 -0.03
H -1.758054 1.942465 -3.205483 0.03 0.03 -0.05
H -1.587731 2.695005 -5.509224 0.00 0.03 0.00
H 0.493827 3.765729 -6.329763 0.02 -0.02 0.00
H 2.411731 4.023223 -4.780727 -0.01 0.05 0.02
H 2.228865 3.339429 -2.468240 0.02 -0.01 0.05
H 2.557195 2.867916 -0.584335 -0.31 0.38 -0.04
H 3.980834 4.640114 0.341800 0.02 0.04 0.01
H 2.985417 6.356534 1.822493 -0.01 0.01 -0.01
H 1.098802 7.252803 2.983103 -0.01 0.00 0.02
H -1.283999 7.176911 3.621829 0.01 0.02 -0.01
H -2.750283 5.417231 2.661323 -0.01 0.01 -0.03
H -1.866381 3.793289 1.101576 0.02 0.00 0.04
F -2.555438 -7.593158 0.765006 0.05 0.14 -0.13
C -2.568137 -6.257929 0.924245 0.19 -0.45 0.59
C -2.378918 -5.659712 2.268266 -0.39 0.71 -0.45
F -3.151959 -4.677001 2.727322 0.11 -0.27 0.27
C -1.295090 -5.414140 1.292434 0.25 -0.31 0.11
F -0.085051 -5.969099 1.493684 -0.24 -0.10 -0.09
C -1.344299 -4.197270 0.435505 2.70 0.78 -0.79
Se 0.188252 -3.220744 0.053720 -1.26 -1.51 0.94
C -2.525294 -4.287875 -0.328841 -1.39 -0.09 -0.40
F -2.875725 -3.359898 -1.221063 -0.09 -0.44 0.05
C -3.235358 -5.433106 -0.098814 0.33 0.75 -0.31
F -4.363996 -5.783525 -0.675549 0.29 0.12 0.17
```
Forces are in eV/Å.

Computed properties:
Maximum force, eV Å⁻¹: 2.92
Charge: +1
LUMO level (spin up / spin down), eV: -4.8 / -4.8
2S+1: 2
Molar mass, g mol⁻¹: 1342.50

Question: Number 2 is which compound?
Answer: C58H63F5GeN3PSe2W

Question: Number 2 is which compound?
Answer: C58H63F5GeN3PSe2W